Density functional theory data (ωB97M-V with the def2-TZVPD basis set) for a cluster of 2 separate species, C30H56ClN3O5P in total in a non-equilibrium geometry.

Results
Net charge   +1
Frontier orbital gap   6.96 eV
Lowest unoccupied orbital energy   -2.8 eV

Cartesian coordinates (Å):
C 7.56133 0.63123 4.75237
C 6.80295 0.55858 3.34121
C 7.35531 1.78610 2.49516
C 5.28775 0.84506 3.66551
C 7.11540 -0.86327 2.75679
C 6.21172 -1.36425 1.57127
C 6.95098 -2.66284 0.97027
C 6.05679 -0.36878 0.36585
C 4.79712 -1.91196 2.03008
C 3.56679 -1.63151 1.26046
C 2.28252 -2.11226 1.73546
C 2.12275 -2.88851 2.98073
O 0.85338 -3.30154 3.42984
C 0.04090 -2.10174 3.47850
C -1.24881 -2.28085 4.35894
O -2.23981 -2.90608 3.53092
C -3.56946 -2.67672 4.03494
C -4.57373 -2.40739 2.86037
N -4.77450 -0.96110 2.53703
C -5.84251 -0.95660 1.54263
O -6.95825 -1.30136 1.81112
O -5.59533 -0.48982 0.21477
Cl -6.79812 -1.19491 -0.77005
P -5.44242 -0.05111 3.91020
N -4.01352 0.71643 4.58705
O -6.40618 1.23317 3.36878
C 3.34874 -3.20021 3.70992
C 4.65557 -2.72253 3.24564
H 7.61291 1.68821 5.11989
H 8.59267 0.17955 4.69056
H 6.95478 -0.00289 5.45826
H 6.62426 2.63398 2.61917
H 7.59685 1.56193 1.43011
H 8.30866 2.13653 2.98834
H 4.63545 0.72148 2.76183
H 4.95275 0.04131 4.38875
H 5.12201 1.81600 4.20017
H 7.08676 -1.64089 3.56369
H 8.18001 -0.84050 2.37190
H 7.73544 -2.29569 0.25336
H 6.21536 -3.34242 0.46165
H 7.47999 -3.19611 1.81232
H 5.42175 0.52413 0.59105
H 7.09238 -0.05458 0.04454
H 5.63863 -0.92100 -0.52447
H 3.56881 -1.03019 0.31958
H 1.35710 -1.87797 1.16189
H -0.33936 -1.90094 2.43302
H 0.62753 -1.19373 3.78759
H -1.60601 -1.23492 4.60735
H -1.05396 -2.80911 5.32944
H -3.60457 -1.92634 4.86394
H -3.88901 -3.66030 4.49514
H -5.52718 -2.97211 3.03991
H -4.11317 -2.87378 1.94069
H -3.62620 1.40853 3.93500
H -4.26932 1.18542 5.46056
H -5.92196 1.68337 2.64235
H 3.31506 -3.80219 4.65078
H 5.56803 -2.96807 3.83438
C -1.83951 4.70323 -4.84807
C -1.91001 3.82514 -3.60307
C -1.39101 2.40161 -3.81910
C -2.13177 1.53551 -4.82917
N -3.55869 1.10372 -4.47578
C -3.74989 -0.37645 -4.82062
C -3.09586 -1.12260 -3.67425
C -3.38562 -0.27112 -2.44662
C -3.85761 1.07926 -2.96875
C -4.59492 1.97269 -5.18497
C -4.89243 1.62352 -6.64258
C -3.79148 1.88905 -7.66447
H -2.52293 4.35837 -5.62762
H -2.11894 5.72743 -4.59763
H -0.82832 4.72107 -5.26071
H -2.93606 3.82380 -3.22405
H -1.29715 4.28866 -2.82507
H -1.31642 1.88300 -2.85857
H -0.35703 2.48000 -4.17182
H -1.55064 0.62655 -4.98978
H -2.16695 2.04755 -5.78704
H -4.82361 -0.57036 -4.84184
H -3.30254 -0.58749 -5.79134
H -2.01738 -1.20463 -3.82566
H -3.48082 -2.13749 -3.57652
H -2.49840 -0.17176 -1.81952
H -4.16240 -0.72227 -1.82759
H -3.41522 1.92848 -2.46160
H -4.93925 1.14689 -2.84809
H -4.27924 3.01104 -5.07226
H -5.53006 1.85579 -4.63521
H -5.75528 2.22985 -6.93549
H -5.22727 0.58869 -6.73638
H -3.39623 2.90306 -7.56902
H -4.19101 1.78498 -8.67428
H -2.97197 1.17336 -7.57393



Density functional theory data (ωB97M-V with the def2-TZVPD basis set) for a structure of composition C30H56F30N9O24S10 in a non-equilibrium geometry.

Results
ΔE to the lowest compared entry with this formula, charge and spin   0.0 kcal/mol
Net charge   -1
Frontier orbital gap   9.86 eV
Lowest unoccupied orbital energy   1.4 eV

Cartesian coordinates (Å):
C -17.07375 -7.00948 11.73138
N -18.23156 -6.93140 10.84256
C -18.11935 -7.82379 9.67438
C -19.53653 -7.34608 11.68666
C -18.32745 -5.49813 10.24772
C -18.38926 -4.33949 11.21845
O -19.58336 -4.44180 11.91082
H -17.06945 -6.21984 12.54452
H -16.17367 -6.81900 11.16683
H -17.01275 -8.03699 12.09659
H -17.10077 -7.71566 9.26789
H -18.86679 -7.59043 8.91495
H -18.27121 -8.78453 10.20334
H -19.26093 -8.35638 12.00714
H -20.38771 -7.47626 10.96696
H -19.65511 -6.65938 12.50507
H -19.34022 -5.61476 9.70803
H -17.56052 -5.43053 9.52898
H -18.30468 -3.44562 10.61530
H -17.51929 -4.29054 11.95867
H -19.45122 -4.42990 12.88549
C -29.43467 -12.62146 10.60130
N -30.84221 -12.15835 10.52270
C -31.55849 -13.12895 9.62685
C -31.41266 -12.15270 11.87235
C -30.85660 -10.76460 9.86275
C -32.12409 -10.00173 9.77755
O -32.88545 -9.65229 10.93137
H -28.84013 -11.82652 11.09568
H -29.05673 -12.63515 9.59566
H -29.24312 -13.50805 11.13914
H -32.60752 -13.03654 9.83677
H -31.19446 -14.10847 9.82158
H -31.34369 -12.98536 8.55197
H -32.45012 -11.75749 11.79380
H -30.77269 -11.52982 12.51739
H -31.35510 -13.13570 12.26389
H -30.34765 -10.76912 8.89251
H -30.17130 -10.22783 10.53346
H -32.82007 -10.56039 9.11345
H -31.76026 -9.12869 9.28268
H -32.46912 -9.00182 11.55019
C -24.79196 -4.93070 13.14742
N -24.15271 -5.97133 12.21677
C -23.59468 -7.09135 13.00189
C -25.12216 -6.42363 11.17585
C -22.97425 -5.39535 11.52202
C -23.04877 -3.93086 11.14626
O -23.96341 -3.63297 10.18924
H -25.18018 -4.07831 12.62134
H -24.03313 -4.54140 13.71885
H -25.57912 -5.42009 13.69418
H -24.46887 -7.51508 13.50669
H -22.81500 -6.81934 13.69187
H -23.26555 -7.87374 12.25592
H -25.98738 -6.84591 11.74416
H -24.64335 -7.12122 10.52269
H -25.47495 -5.59067 10.56057
H -22.66399 -5.97438 10.62843
H -22.04766 -5.59259 12.12200
H -21.99049 -3.75838 10.76060
H -23.25817 -3.29472 11.97173
H -23.56859 -3.84259 9.32228
C -22.35727 -11.59566 7.52356
N -23.17498 -10.89316 8.54375
C -23.60849 -12.01011 9.46732
C -22.19562 -10.06664 9.37281
C -24.33501 -10.17379 7.98001
C -25.59009 -10.13533 8.86957
O -25.26587 -9.51193 10.08236
H -21.65653 -12.31990 7.91395
H -21.85571 -10.83722 6.93548
H -23.05256 -12.13545 6.91006
H -24.05783 -11.67034 10.35579
H -22.73079 -12.57438 9.77547
H -24.24751 -12.66279 8.91095
H -21.49677 -10.73449 9.88953
H -22.72623 -9.41799 10.06969
H -21.62140 -9.45296 8.61518
H -24.65375 -10.75003 7.05286
H -24.09868 -9.17594 7.70890
H -25.91130 -11.23022 8.98863
H -26.38143 -9.68351 8.28724
H -25.96110 -9.57590 10.75943
C -20.97598 -5.25763 15.67707
F -21.50163 -4.49618 16.62649
F -20.99731 -6.56017 16.02367
F -21.79927 -4.98482 14.61698
S -19.15203 -4.85334 15.34089
O -18.59320 -4.90845 16.61161
O -18.74407 -5.77861 14.34431
N -19.26084 -3.47159 14.57880
S -19.45790 -2.01472 15.23849
O -20.59935 -1.76500 16.16757
O -18.18731 -1.42231 15.51793
C -19.95158 -1.22732 13.68362
F -19.02991 -1.34331 12.76368
F -21.07018 -1.75181 13.23655
F -20.23073 0.07312 13.95075
C -27.41710 -15.63321 8.48685
F -26.48189 -16.03175 9.30397
F -27.63744 -16.45820 7.45352
F -28.60051 -15.59908 9.25169
S -26.74814 -14.00943 8.12149
O -26.52218 -13.54325 9.51136
O -25.68863 -14.33292 7.20193
N -27.87428 -13.05469 7.53260
S -27.77035 -12.74111 5.98205
O -26.72034 -11.76660 5.67986
O -28.04612 -13.79524 5.06324
C -29.30640 -11.67112 5.95204
F -29.14250 -10.51044 6.51639
F -29.52102 -11.41112 4.66007
F -30.34739 -12.29283 6.46100
C -19.69103 -8.18193 4.46185
F -20.78483 -8.53714 3.84170
F -18.78942 -9.14229 4.32137
F -19.15303 -7.05676 3.85472
S -19.74174 -7.78192 6.29275
O -20.11884 -9.02545 6.90466
O -18.46528 -7.30947 6.59959
N -21.00930 -6.80934 6.25011
S -21.85474 -6.39406 7.49377
O -22.62392 -7.50477 7.97147
O -21.27999 -5.59007 8.54642
C -22.98589 -5.19541 6.64485
F -23.95333 -4.86165 7.51253
F -22.39118 -4.02668 6.36945
F -23.55408 -5.72960 5.55627
C -30.05594 -6.07271 9.97357
F -31.13531 -6.71227 10.43389
F -29.55478 -6.90233 9.01373
F -30.44529 -4.91715 9.48295
S -28.85425 -5.81810 11.34609
O -27.78981 -5.05518 10.76964
O -29.58365 -5.26898 12.45573
N -28.22756 -7.30528 11.49198
S -28.78494 -8.47622 12.32242
O -30.24496 -8.62935 12.35994
O -27.97454 -9.65372 11.91656
C -28.33666 -8.29377 14.02577
F -27.30591 -7.50990 14.04306
F -29.31855 -7.59305 14.71369
F -28.16328 -9.41901 14.72810
C -19.62869 -10.25545 14.30982
F -19.29247 -11.42736 14.95450
F -20.04181 -9.38297 15.17401
F -18.54035 -9.80130 13.64649
S -20.94526 -10.70611 13.10505
O -21.58614 -11.91570 13.59872
O -21.75940 -9.47669 12.91255
N -20.08539 -10.89922 11.83729
S -19.73329 -12.24539 11.19234
O -19.16192 -13.20322 12.04991
O -20.63749 -12.79866 10.19510
C -18.44388 -11.67565 9.92407
F -17.40596 -11.06445 10.55239
F -17.89343 -12.75026 9.33779
F -18.87036 -10.87633 9.06775



Density functional theory data (ωB97M-V with the def2-TZVPD basis set) for a structure of composition C30H56Ge2N6O2OsSb.

Results
Spin multiplicity   2
Net charge   +4
Frontier orbital gap (spin up / spin down)   6.39 / 4.66 eV
Lowest unoccupied orbital energy (spin up / spin down)   -11.9 / -13.5 eV

Cartesian coordinates (Å):
Os -0.53433 0.08702 0.35437
N 0.19950 0.08762 2.35704
C 1.50515 -0.61740 2.61420
C 2.53267 0.42920 3.06488
C 3.98214 0.00446 3.30348
C 4.25493 -0.96090 4.45401
N 4.18392 -2.35623 4.01033
C 4.70440 -3.37293 4.69963
N 4.76935 -4.58401 4.14368
N 5.13042 -3.19953 5.94528
C 1.91247 -1.36980 1.35457
O 2.89107 -2.09160 1.37358
O 1.15728 -1.20370 0.30913
H 0.32529 1.06952 2.61021
H -0.52192 -0.24987 2.99129
H 1.33728 -1.37066 3.38617
H 2.14274 0.89884 3.97364
H 2.55765 1.21096 2.29491
H 4.52714 0.92364 3.51919
H 4.42309 -0.39193 2.38789
H 3.55711 -0.79202 5.28025
H 5.26277 -0.76127 4.82350
H 3.87930 -2.51738 3.05558
H 4.61219 -4.70443 3.15798
H 5.17290 -5.36254 4.63922
H 5.06776 -2.30883 6.40713
H 5.58749 -3.94287 6.44918
C -1.43524 -3.49986 -1.18841
Sb -1.65107 -2.24865 0.49692
C -0.74255 -3.40477 2.01740
C -3.68593 -2.49012 1.03024
H -1.99053 -4.41159 -0.96682
H -0.38163 -3.73786 -1.32295
H -1.83995 -3.04272 -2.08838
H -1.14143 -4.41437 1.90857
H -1.01336 -3.04511 3.00944
H 0.33837 -3.44510 1.89882
H -3.80297 -3.55305 1.24692
H -4.35800 -2.22470 0.21647
H -3.92911 -1.91754 1.92257
C -3.42870 -0.54351 -2.93702
Ge -1.98387 0.68893 -3.37776
C -2.33187 2.51066 -2.79663
C -1.38980 0.62095 -5.22931
Ge 0.12986 -0.04286 -2.02499
C 1.02370 -1.62869 -2.85454
C 0.47779 -2.26160 -3.98764
C 1.16696 -3.25319 -4.63396
C 2.47233 -3.64496 -4.17434
C 3.03378 -3.04945 -3.04501
C 2.34233 -2.05155 -2.40772
C 1.53942 1.27425 -2.24989
C 1.37847 2.30615 -3.18584
C 2.39843 3.22126 -3.41642
C 3.59293 3.12874 -2.71107
C 3.75867 2.13016 -1.75788
C 2.74531 1.20610 -1.53244
H -4.37702 -0.00412 -2.95947
H -3.30103 -0.95899 -1.93787
H -3.49603 -1.36048 -3.65497
H -3.40849 2.69178 -2.81246
H -1.85820 3.22670 -3.46606
H -1.96704 2.68363 -1.78508
H -2.18580 1.09059 -5.81419
H -1.26014 -0.39027 -5.60329
H -0.47412 1.18617 -5.39197
H -0.50181 -1.98568 -4.35006
H 0.74262 -3.75564 -5.49438
H 3.01553 -4.40806 -4.71897
H 4.01148 -3.35539 -2.69952
H 2.77499 -1.57825 -1.54148
H 0.45930 2.41543 -3.74946
H 2.25554 4.00511 -4.14865
H 4.38919 3.83634 -2.89910
H 4.67919 2.06384 -1.19280
H 2.89627 0.45469 -0.76635
C -1.84192 4.58597 2.10897
C -2.45029 4.36968 0.73361
N -3.42305 3.25410 0.72694
C -4.84138 3.68070 0.88843
C -5.46255 4.08186 -0.43646
C -3.08382 1.99867 0.59565
C -4.13210 0.93907 0.58001
N -1.78518 1.63114 0.43588
H -1.12469 5.40459 2.07250
H -1.32534 3.69350 2.47126
H -2.60872 4.84640 2.83793
H -1.69746 4.20983 -0.04245
H -3.00395 5.24986 0.41354
H -4.82091 4.51825 1.58481
H -5.39861 2.88606 1.37608
H -4.89033 4.86924 -0.92781
H -6.46723 4.46527 -0.26344
H -5.54256 3.23372 -1.11835
H -4.91008 1.17881 -0.14477
H -4.61028 0.84681 1.55648
H -3.67800 -0.00514 0.31197
H -1.20810 2.47494 0.40662



Density functional theory data (ωB97M-V with the def2-TZVPD basis set) for a cluster of 5 separate species, C30H56I2N2O14S4 in total in a non-equilibrium geometry.

Results
Structure (SMILES)   C[C@@H]1NC(=O)[C@](COCOCCO)(CC(=O)O)[C@@]1(N)[C@H](I)[C@@H](C)I.O=S1(=O)CCCC1.O=S1(=O)CCCC1.O=S1(=O)CCCC1.O=S1(=O)CCCC1
Net charge   0
Frontier orbital gap   8.96 eV
Lowest unoccupied orbital energy   -0.1 eV

Cartesian coordinates (Å):
C -1.03132 0.12959 -5.56586
C -0.68503 0.88099 -4.14225
N 0.79806 1.02738 -3.73905
C 1.09050 0.75036 -2.24903
O 2.29122 0.49852 -1.73246
C -0.40689 0.92324 -1.61023
C -0.52627 2.56462 -1.48824
O 0.65461 3.07135 -0.74467
C 1.12326 4.35940 -1.27712
O 2.29689 4.07682 -2.12413
C 3.56438 4.36482 -1.43532
C 4.13427 3.12038 -0.50758
O 5.48689 3.56693 -0.03492
C -0.74811 0.41020 -0.09729
C 0.51953 0.33553 0.93583
O 1.32002 -0.76135 0.96537
O 0.90650 1.41646 1.88776
C -1.24275 0.11810 -2.76149
N -0.44650 -1.19964 -2.87466
C -2.83903 -0.18394 -2.61575
I -4.02454 1.52503 -1.84002
C -3.23112 -1.56122 -1.81424
C -4.43541 -1.40504 -0.71062
I -4.00181 -3.01514 -3.32254
H -1.70706 -0.84218 -5.41431
H -1.70943 0.86517 -6.21558
H -0.07949 -0.10652 -6.20981
H -1.07407 1.98267 -4.33063
H 1.16256 1.93267 -4.10811
H -0.53618 3.13098 -2.51179
H -1.47067 2.93463 -0.88796
H 1.48535 4.99237 -0.33211
H 0.30044 5.01259 -1.79711
H 4.37913 4.51273 -2.29482
H 3.57376 5.37402 -0.82508
H 4.34532 2.14392 -1.14653
H 3.51369 2.91932 0.46369
H 5.73869 3.04351 0.80290
H -1.28608 -0.64674 -0.04156
H -1.52817 1.17104 0.39013
H 0.01905 1.77993 2.20414
H -0.31621 -1.63841 -1.93758
H -0.98303 -1.87991 -3.45976
H -3.24858 -0.33522 -3.72752
H -2.34148 -2.09847 -1.27785
H -4.60335 -2.49457 -0.25250
H -5.47599 -1.08976 -1.15438
H -4.10573 -0.74185 0.22547
O -3.97009 1.17480 1.99275
S -3.12624 1.52591 3.11559
O -1.94581 2.35398 2.96953
C -4.15284 2.21185 4.40057
C -4.59147 1.00430 5.21554
C -3.34671 0.13080 5.36449
C -2.69020 0.02951 3.98870
H -4.98790 2.75892 3.95970
H -3.53370 2.88692 4.99889
H -4.99794 1.30109 6.18679
H -5.36965 0.45025 4.67710
H -2.65257 0.60245 6.07064
H -3.59257 -0.86024 5.75856
H -1.60236 -0.04185 4.06636
H -3.07976 -0.81992 3.42091
O -7.60815 -2.78136 -2.83578
S -7.69059 -3.75817 -1.77033
O -6.87637 -3.67201 -0.57447
C -9.39846 -3.92757 -1.29063
C -9.94159 -5.01002 -2.21153
C -8.86198 -6.09000 -2.26314
C -7.52199 -5.38897 -2.48005
H -9.91396 -2.97192 -1.40010
H -9.42201 -4.25117 -0.24576
H -10.89467 -5.40554 -1.84845
H -10.10438 -4.60170 -3.21612
H -8.84402 -6.63354 -1.31067
H -9.05793 -6.82063 -3.05414
H -6.70562 -5.91889 -1.98280
H -7.29808 -5.27400 -3.54416
O 6.87615 -3.61327 -1.10857
S 5.50384 -4.07372 -1.07847
O 5.15099 -5.47083 -1.23346
C 4.73044 -3.44720 0.39969
C 4.17808 -2.09055 -0.01159
C 3.55373 -2.29829 -1.39059
C 4.55069 -3.09544 -2.23005
H 5.46199 -3.38634 1.20723
H 3.92403 -4.13448 0.67244
H 3.44812 -1.71748 0.71270
H 4.99189 -1.35884 -0.08065
H 2.62136 -2.86652 -1.28693
H 3.30606 -1.34622 -1.87028
H 4.04318 -3.75766 -2.93604
H 5.23934 -2.43665 -2.76617
O 5.80004 3.95281 4.37466
S 6.67317 3.06504 3.63599
O 6.17355 2.13507 2.64301
C 7.97934 4.03451 2.90823
C 9.06044 4.07136 3.97810
C 9.13601 2.65236 4.53963
C 7.70482 2.18498 4.79911
H 7.60559 5.02437 2.64087
H 8.32783 3.50890 2.01417
H 10.02070 4.39753 3.56803
H 8.77700 4.76958 4.77470
H 9.61141 1.99344 3.80291
H 9.73690 2.61023 5.45345
H 7.59753 1.10928 4.63826
H 7.37558 2.44544 5.80878